A molecular structure, C44H46FGaN2O3PSb2, computed with wB97M-V/def2-TZVPD.

Its spin multiplicity is 1. Its charge is +1. For the HOMO energy, the calculation gives -9.88 eV. The calculation puts the total energy at -4885.8937 Ha.

Structure (XYZ):
```
100
Properties=species:S:1:pos:R:3:forces:R:3:mulliken_charge:R:1
Ga -0.2287 0.1528 0.1011 0.360 0.525 0.081 -0.475
C 3.4786 0.3102 -1.3941 -0.049 -0.022 -0.007 -1.589
Sb 2.5374 -0.3160 0.4053 0.048 -0.047 0.288 0.825
C 3.1547 1.1627 1.8178 0.017 0.016 -0.106 -1.406
C 4.0407 -1.7376 1.0795 -0.070 -0.006 -0.052 -1.704
C 4.6022 -2.6865 0.0591 -0.064 0.200 0.027 1.259
C 5.5410 -2.2029 -0.8540 -0.015 0.034 -0.029 -0.527
C 6.0685 -3.0042 -1.8524 -0.033 -0.006 0.045 -0.757
C 5.6598 -4.3275 -1.9391 -0.022 0.019 0.026 -0.720
C 4.7634 -4.8279 -1.0094 0.022 -0.038 -0.008 -0.616
C 4.2308 -4.0355 0.0090 0.009 -0.127 0.081 0.538
C 3.3133 -4.6572 1.0140 -0.078 0.022 -0.023 -1.779
Sb 1.2268 -4.0093 0.8697 0.040 0.022 -0.100 0.659
C 1.1938 -4.1001 -1.2770 -0.062 0.003 0.032 -1.200
C 0.4916 -5.9868 1.2529 -0.023 -0.009 -0.007 -1.416
H 4.4293 0.7925 -1.1693 -0.021 0.027 -0.016 0.399
H 2.8176 0.9904 -1.9237 0.006 0.018 -0.050 0.488
H 3.6629 -0.5699 -2.0081 -0.010 0.015 -0.001 0.476
H 4.1235 1.5666 1.5254 0.009 0.018 0.028 0.414
H 3.2519 0.6690 2.7842 0.001 0.030 0.018 0.562
H 2.4286 1.9693 1.8978 0.014 -0.011 -0.017 0.287
H 3.6271 -2.2302 1.9580 0.051 0.001 -0.017 0.506
H 4.8066 -1.0304 1.4042 0.054 -0.075 0.071 0.670
H 5.8680 -1.1716 -0.7712 0.002 -0.027 -0.008 0.441
H 6.7942 -2.6037 -2.5478 -0.003 0.001 0.008 0.420
H 6.0543 -4.9733 -2.7127 -0.004 0.002 0.011 0.420
H 4.4762 -5.8721 -1.0550 -0.001 0.009 -0.006 0.375
H 3.6358 -4.4498 2.0366 0.016 0.002 -0.022 0.577
H 3.2994 -5.7396 0.8865 0.038 0.011 0.007 0.645
H 0.8983 -5.0980 -1.6013 0.019 0.004 0.000 0.472
H 2.1916 -3.8821 -1.6584 -0.002 0.003 -0.017 0.484
H 0.4886 -3.3665 -1.6583 -0.038 0.028 0.024 0.173
H 0.7175 -6.6306 0.4026 -0.002 -0.001 0.038 0.438
H -0.5830 -5.9742 1.4254 -0.006 -0.013 -0.023 0.283
H 0.9914 -6.3714 2.1428 -0.043 -0.010 -0.011 0.433
C -0.8869 7.4461 1.9630 0.025 -0.033 0.028 -1.322
C -0.9508 7.1247 0.4767 0.031 -0.046 0.001 -0.293
C -0.1604 8.0814 -0.3992 0.017 -0.010 -0.043 -1.070
C 1.3284 7.9628 -0.1121 -0.001 -0.060 0.000 -1.144
C 1.7733 6.5334 -0.2843 -0.035 0.041 0.010 1.002
C 3.0685 6.2264 -0.6207 0.012 0.061 0.017 -0.746
C 3.4593 4.8978 -0.7836 0.073 0.038 -0.018 -0.059
F 4.7356 4.6493 -1.1019 -0.003 0.006 0.007 -0.343
C 2.5904 3.8616 -0.6369 -0.052 -0.054 -0.007 -0.989
C 1.2579 4.1409 -0.2975 -0.004 -0.081 0.008 0.010
C 0.3142 3.0559 -0.1161 -0.006 0.060 0.019 1.360
O 0.7119 1.8531 -0.3528 -0.004 -0.202 -0.224 -0.602
C -0.9727 3.4012 0.3130 0.062 -0.005 -0.047 0.181
C -1.3051 4.7305 0.4499 -0.008 0.103 -0.039 -0.526
N -0.4660 5.7335 0.2398 0.066 0.028 0.006 0.102
C 0.8546 5.4728 -0.1132 -0.122 0.103 0.044 -0.171
C -2.0406 2.4073 0.6377 -0.017 -0.183 0.018 0.212
O -3.1868 2.7641 0.7773 0.018 0.033 0.040 -0.696
O -1.6342 1.1743 0.7762 -0.234 -0.080 0.361 0.148
H -1.2182 8.4705 2.1339 0.004 -0.013 -0.004 0.393
H 0.1262 7.3390 2.3528 -0.015 0.014 -0.004 0.369
H -1.5369 6.7805 2.5318 0.010 0.009 -0.008 0.403
H -1.9904 7.1260 0.1510 -0.022 -0.022 -0.009 0.496
H -0.5179 9.0952 -0.2218 0.012 -0.002 0.014 0.424
H -0.3502 7.8458 -1.4492 -0.015 0.023 0.001 0.372
H 1.5430 8.2939 0.9069 0.026 0.010 -0.005 0.361
H 1.9038 8.6068 -0.7759 0.002 -0.009 -0.013 0.493
H 3.7993 7.0134 -0.7625 -0.002 -0.028 -0.012 0.556
H 2.9131 2.8427 -0.7736 0.019 -0.035 -0.010 0.829
H -2.3175 4.9834 0.7414 -0.002 -0.020 -0.003 0.647
N -0.8937 -1.4255 -0.3680 -0.108 -0.178 -0.466 0.976
P -2.4304 -1.7679 -0.2025 0.159 -0.062 0.024 0.661
C -3.5808 -0.9501 -1.3349 -0.096 -0.023 -0.033 -0.166
C -4.8342 -1.5147 -1.5822 0.018 0.056 -0.009 -0.385
C -5.7327 -0.8781 -2.4238 0.022 0.011 0.003 -0.690
C -5.3853 0.3235 -3.0285 -0.017 -0.014 0.000 -0.531
C -4.1396 0.8852 -2.7946 0.007 0.001 0.020 -0.804
C -3.2416 0.2477 -1.9515 -0.040 -0.022 -0.015 -0.215
C -2.6841 -3.5277 -0.5390 0.030 -0.001 -0.062 0.559
C -2.3894 -3.9851 -1.8261 0.024 -0.016 0.037 -0.266
C -2.5637 -5.3198 -2.1498 0.000 0.019 0.023 -0.774
C -3.0452 -6.2089 -1.1939 0.021 0.013 -0.009 -0.453
C -3.3457 -5.7606 0.0822 0.033 0.027 0.000 -0.714
C -3.1637 -4.4216 0.4121 -0.048 -0.018 0.009 -0.241
C -3.0451 -1.4804 1.4687 -0.123 -0.105 0.124 0.283
C -2.2300 -1.9086 2.5191 -0.020 0.033 -0.025 -0.185
C -2.6462 -1.7552 3.8318 -0.003 0.027 -0.017 -0.710
C -3.8758 -1.1672 4.1023 -0.006 0.002 0.003 -0.590
C -4.6801 -0.7241 3.0629 0.012 0.002 -0.017 -0.720
C -4.2694 -0.8808 1.7456 0.047 0.004 0.021 -0.490
H -5.1068 -2.4557 -1.1188 0.010 0.000 -0.007 0.482
H -6.7015 -1.3217 -2.6129 0.010 0.006 0.004 0.422
H -6.0859 0.8185 -3.6885 0.000 -0.004 0.007 0.412
H -3.8679 1.8208 -3.2663 0.002 -0.019 -0.006 0.427
H -2.2666 0.6843 -1.7824 0.042 0.008 -0.012 0.177
H -2.0276 -3.2893 -2.5747 0.017 -0.005 0.009 0.397
H -2.3312 -5.6680 -3.1481 -0.009 0.007 0.011 0.440
H -3.1908 -7.2509 -1.4491 0.008 0.015 0.001 0.417
H -3.7250 -6.4502 0.8251 -0.002 0.007 0.000 0.439
H -3.4113 -4.0773 1.4079 0.004 0.004 0.005 0.386
H -1.2681 -2.3607 2.2999 0.009 -0.015 0.004 0.272
H -2.0141 -2.0916 4.6437 -0.004 -0.012 -0.009 0.462
H -4.2049 -1.0514 5.1271 0.006 0.014 -0.008 0.388
H -5.6284 -0.2483 3.2763 0.008 -0.005 -0.008 0.437
H -4.8917 -0.5110 0.9412 -0.006 -0.021 0.007 0.439
```
Positions in Å, forces in eV/Å.